# 1
Here is a molecular structure, C30H35Br2F2N5O4Se2Zr from the OMol25 dataset. Energies are from ωB97M-V with the def2-TZVPD basis set.

```
81
Properties=species:S:1:pos:R:3:forces:R:3
Zr 0.273620 0.198628 -0.010152 -0.103 -0.196 -0.010
Br 0.666787 4.189429 3.268527 -0.003 0.006 0.000
C 1.897150 2.766471 3.097276 0.002 -0.005 0.006
C 3.091701 2.812801 3.839545 0.005 0.002 -0.004
C 4.013035 1.813606 3.739322 -0.001 0.002 0.005
Br 5.589649 1.903604 4.784857 -0.006 -0.001 -0.001
C 3.803667 0.723954 2.856329 -0.005 -0.001 0.002
C 4.682003 -0.365662 2.677243 0.002 0.004 -0.002
C 4.365068 -1.346748 1.781213 -0.004 -0.003 0.004
C 3.190512 -1.231874 1.022370 0.039 0.033 -0.044
N 2.350816 -0.233273 1.163515 0.002 0.127 -0.031
C 2.618813 0.720377 2.096876 -0.026 -0.011 0.018
C 1.602308 1.716754 2.252632 -0.008 0.045 -0.037
O 0.488646 1.579240 1.585702 -0.099 -0.064 0.118
H 3.266149 3.649692 4.500892 -0.001 0.001 0.001
H 5.595364 -0.412517 3.254146 0.000 -0.001 0.001
H 5.012350 -2.198409 1.628380 0.000 0.000 0.002
H 2.949282 -1.971928 0.270672 0.005 0.003 0.000
F 3.626709 -2.825172 -3.403274 -0.002 0.000 -0.005
C 3.280518 -1.584436 -3.010695 0.001 -0.001 0.003
C 2.238926 -1.422747 -2.122295 -0.021 -0.011 -0.008
C 1.867597 -0.154947 -1.676714 -0.003 -0.024 -0.072
C 2.571887 0.954596 -2.189919 0.037 -0.006 0.018
C 3.594398 0.736313 -3.112913 0.009 -0.008 0.004
F 4.266687 1.774745 -3.663711 0.005 -0.002 0.000
C 3.979135 -0.516575 -3.534293 0.001 0.003 0.000
C 2.147974 2.297624 -1.738473 -0.026 -0.011 -0.032
C 2.783134 3.503252 -2.045018 -0.013 0.001 -0.011
C 2.246494 4.689457 -1.583042 0.006 0.008 -0.003
C 1.087961 4.670895 -0.822452 -0.004 0.001 0.001
C 0.530333 3.444541 -0.530350 0.009 0.000 0.001
N 1.043755 2.292012 -0.970193 0.128 0.011 0.075
H 1.699830 -2.310419 -1.814228 0.000 0.000 -0.003
H 4.775078 -0.645418 -4.252695 0.000 0.000 0.000
H 3.683609 3.510098 -2.632867 -0.001 -0.002 -0.002
H 2.736188 5.626344 -1.816051 0.000 -0.001 0.000
H 0.638492 5.575994 -0.440496 -0.002 0.000 0.001
H -0.347208 3.359450 0.094286 0.000 -0.002 0.002
O -3.598130 -3.648957 -0.425347 0.000 0.006 -0.002
C -2.796470 -3.248007 0.689331 0.000 0.002 0.010
C -1.356837 -3.758086 0.604893 0.000 -0.003 0.001
C -1.353082 -5.292230 0.765365 0.007 -0.004 -0.005
O -2.033787 -5.985291 -0.262455 0.001 -0.003 0.002
C -0.708394 -3.435220 -0.743828 0.003 0.007 -0.002
Se -1.100026 -1.673090 -1.529012 -0.018 0.049 0.053
C -0.539056 -3.206592 1.772907 -0.029 -0.006 -0.018
Se -0.551512 -1.266847 2.101176 0.124 -0.001 0.028
H -3.281235 -3.125131 -1.177484 -0.001 -0.002 0.001
H -3.279738 -3.654815 1.580916 0.001 -0.002 0.000
H -2.781798 -2.160394 0.770605 -0.001 0.000 0.000
H -1.784487 -5.534934 1.746151 0.000 -0.001 0.002
H -0.322186 -5.658312 0.760632 -0.001 0.000 0.000
H -2.836694 -5.482390 -0.464643 -0.001 0.000 0.001
H -1.047318 -4.149702 -1.490485 0.004 0.000 -0.002
H 0.372481 -3.560666 -0.655621 0.000 0.003 0.003
H 0.500211 -3.520524 1.659046 -0.006 -0.010 0.010
H -0.899458 -3.636750 2.708980 -0.012 0.009 0.001
C -4.040547 1.680580 -2.900491 -0.003 -0.009 -0.007
N -2.777302 1.291847 -2.296314 0.011 -0.031 0.015
C -1.608259 1.467476 -3.143979 0.004 0.007 0.002
C -2.642468 1.044211 -0.979106 -0.025 0.040 0.063
O -1.527613 1.277381 -0.408666 0.085 0.058 -0.160
N -3.687648 0.610309 -0.266169 -0.023 0.034 -0.009
C -3.671129 0.717309 1.189740 -0.001 -0.028 0.008
C -4.695198 -0.281776 -0.822100 -0.002 0.001 0.007
H -3.875828 2.582965 -3.491909 0.002 -0.001 -0.002
H -4.773369 1.907082 -2.131890 0.002 0.002 -0.006
H -4.435604 0.904299 -3.558670 0.000 0.002 -0.001
H -1.815740 1.022791 -4.117264 -0.007 0.015 -0.004
H -0.742221 0.960145 -2.730240 -0.001 -0.016 0.003
H -1.371987 2.527169 -3.274582 0.004 -0.001 0.012
H -2.925030 1.428532 1.522086 -0.011 0.021 -0.010
H -3.437439 -0.243234 1.649181 0.008 0.003 -0.003
H -4.654156 1.051734 1.523942 -0.005 -0.010 0.001
H -4.389556 -0.626639 -1.805832 -0.003 -0.004 -0.002
H -5.675890 0.195117 -0.881753 0.000 -0.002 0.001
H -4.770543 -1.156197 -0.174435 0.002 -0.002 -0.002
N -1.997692 1.593168 3.874371 0.193 -0.011 0.065
H -1.288460 2.247331 3.556710 -0.074 0.053 -0.023
H -1.529151 0.690065 3.865150 -0.144 -0.062 -0.024
H -2.178067 1.816523 4.847142 -0.007 0.006 -0.001
```
Positions in Å, forces in eV/Å.

The spin multiplicity is 1. The value obtained for the frontier orbital gap is 6.6 eV. As for the HOMO energy: -0.266 Eh. The value obtained for the total energy is -11936.79443 a.u. The value obtained for the energy above the lowest of the compared OMol25 structures with the same formula, charge and spin is 12.10 kcal/mol. As for the net charge: 0.

Now the Löwdin charges, all in e: 1.3720 0.8098 -0.5786 -0.1649 -0.6256 0.7762 -0.1781 -0.0138 -0.0202 -0.1014 -0.0048 -0.1450 -0.4061 -0.3283 0.0964 0.0838 0.1122 0.1091 0.0686 -0.2674 -0.1100 -0.2167 -0.1318 -0.2111 0.0534 0.0672 -0.1878 0.0095 -0.0425 -0.0460 -0.1295 0.0092 0.0674 0.1328 0.1058 0.1129 0.1082 0.1023 -0.0936 -0.2507 -0.5827 -0.2209 -0.0575 -0.4852 0.6709 -0.5153 0.6473 0.0345 0.1408 0.0379 0.1249 0.1306 0.0682 0.0627 0.0566 0.0592 0.0597 -0.0375 -0.1178 -0.0389 -0.5260 -0.2182 -0.1066 -0.0356 -0.0405 0.0956 0.0891 0.0968 0.1016 0.0387 0.1008 0.0642 0.0584 0.0980 0.0836 0.0941 0.0890 0.0341 -0.0589 -0.0507 0.0119

=====

# 2
Here is a molecular structure, C30H35CoN4O5 from the OMol25 dataset. Energies are from ωB97M-V with the def2-TZVPD basis set.

```
75
Properties=species:S:1:pos:R:3:forces:R:3
Co 0.141900 0.337749 -0.362045 -0.141 -0.267 -0.359
C 4.192341 1.050180 -2.121960 -0.133 0.028 0.110
O 3.673700 2.158699 -1.334573 0.112 -0.067 -0.043
C 2.510207 1.751724 -0.833792 0.007 -0.086 -0.005
N 2.096091 0.582918 -1.151925 -0.024 0.019 -0.144
C 3.093095 -0.039469 -2.031822 0.018 0.066 0.091
C 3.574986 -1.354413 -1.469062 0.103 0.000 -0.011
C 3.645678 -2.486056 -2.270194 0.017 -0.026 0.013
C 4.087718 -3.695390 -1.743470 -0.021 0.007 -0.017
C 4.460061 -3.777544 -0.410138 -0.011 0.010 -0.004
C 4.403198 -2.644489 0.394860 -0.002 0.003 0.028
C 3.966247 -1.439559 -0.134070 0.038 -0.020 -0.008
C 1.712470 2.618220 0.043352 -0.123 -0.155 -0.091
C 2.118918 3.855357 0.402807 0.064 0.154 0.024
C 1.235132 4.579077 1.284463 -0.067 0.052 0.016
C 0.037355 4.088272 1.629706 0.062 0.013 -0.003
C -0.492600 2.780482 1.075906 0.087 -0.021 -0.060
N 0.555367 2.011251 0.415146 -0.086 -0.048 0.532
C -1.168017 1.964200 2.166956 -0.046 -0.373 0.056
N -1.124397 0.697435 2.314471 0.198 0.161 0.003
C -2.066165 0.341329 3.399886 0.076 0.046 -0.120
C -2.752709 1.682942 3.730038 0.123 0.035 -0.145
O -2.005693 2.654758 2.951032 -0.115 0.037 0.053
C -3.026064 -0.768633 3.023271 0.057 0.027 -0.038
C -2.814600 -1.571833 1.908859 -0.078 -0.050 0.036
C -3.701827 -2.598398 1.605939 0.027 -0.006 -0.044
C -4.805857 -2.833720 2.410292 -0.014 -0.003 0.000
C -5.018287 -2.038877 3.528537 0.027 0.031 0.008
C -4.132346 -1.015863 3.833033 -0.008 -0.009 -0.010
H 5.129847 0.732322 -1.674261 0.053 0.000 0.033
H 4.371142 1.407688 -3.131858 -0.019 0.033 -0.022
H 2.637431 -0.222201 -3.005482 -0.009 -0.001 -0.076
H 3.347118 -2.426124 -3.312115 0.018 0.000 0.036
H 4.140354 -4.572880 -2.377186 -0.003 0.047 0.034
H 4.802284 -4.718556 0.001673 -0.011 0.034 -0.013
H 4.708622 -2.701413 1.433323 -0.018 0.000 -0.058
H 3.945221 -0.549515 0.491105 0.015 -0.037 -0.033
H 3.068710 4.250028 0.075147 -0.047 -0.016 0.017
H 1.548800 5.537818 1.681664 -0.014 -0.047 -0.014
H -0.620437 4.634968 2.294888 0.039 -0.043 -0.015
H -1.478896 0.006322 4.258982 0.041 -0.030 -0.007
H -2.688005 1.967422 4.775156 0.018 0.042 0.040
H -3.789697 1.715061 3.401084 -0.032 0.011 -0.029
H -1.949850 -1.405627 1.283135 0.080 0.034 -0.055
H -3.525664 -3.222865 0.735897 -0.006 0.041 0.052
H -5.496199 -3.633155 2.172093 0.024 0.026 0.007
H -5.874272 -2.217612 4.166437 0.016 0.008 -0.006
H -4.306329 -0.407652 4.714905 0.002 -0.015 -0.018
N -0.531960 2.955452 -3.479257 -0.037 -0.081 0.045
C -0.764179 2.520253 -2.235244 0.094 -0.025 -0.039
O -0.658721 1.306128 -1.991763 -0.014 -0.024 0.256
C -1.165306 3.585840 -1.242589 0.026 -0.010 -0.033
C -1.667391 3.052825 0.084419 -0.052 -0.029 0.030
H -0.269423 2.295538 -4.191695 0.015 -0.013 -0.012
H -0.654623 3.919938 -3.729104 -0.011 0.044 -0.010
H -1.938678 4.189109 -1.723000 0.001 0.013 -0.024
H -0.305636 4.248638 -1.092758 -0.017 -0.022 0.004
H -2.233222 2.128302 -0.081072 0.007 0.038 0.016
H -2.350798 3.771972 0.540556 0.036 -0.014 -0.014
O 0.873477 -0.862183 1.184337 -0.189 0.309 0.008
H 0.441905 -0.350522 1.904496 -0.119 -0.033 0.019
H 1.830402 -0.820979 1.303595 -0.040 0.076 -0.044
C -0.183210 -3.244433 -2.441080 -0.069 0.014 -0.025
C -1.678382 -2.916301 -2.499020 0.041 -0.037 -0.011
C -1.738771 -1.509021 -1.922909 0.119 -0.069 0.046
O -0.572475 -1.400112 -1.057505 0.088 0.083 -0.051
C 0.219954 -2.619506 -1.125128 -0.066 0.076 0.053
H 0.349691 -2.768513 -3.267768 -0.004 -0.004 0.010
H 0.022000 -4.312778 -2.466238 -0.007 -0.006 -0.014
H -2.239991 -3.614830 -1.876538 0.012 0.010 0.002
H -2.090447 -2.954177 -3.505688 0.010 -0.016 0.008
H -2.624471 -1.325761 -1.316814 -0.031 0.022 0.029
H -1.657882 -0.740656 -2.687125 0.022 0.029 -0.029
H -0.048182 -3.249575 -0.276279 -0.025 0.002 0.043
H 1.270261 -2.349053 -1.048920 -0.086 0.023 -0.008
```
Positions in Å, forces in eV/Å.

The spin multiplicity is 2. The value obtained for the frontier orbital gap (spin up / spin down) is 7.5 / 7.6 eV. As for the HOMO energy (spin up / spin down): -0.350 / -0.350 Eh. The expectation value of S² is 0.78. The value obtained for the total energy is -3142.02576 a.u. The value obtained for the energy above the lowest of the compared OMol25 structures with the same formula, charge and spin is 0.00 kcal/mol. As for the net charge: +1.

Now the Löwdin charges, all in e: 0.6380 -0.0305 0.0483 -0.2937 0.1191 -0.2143 -0.2155 -0.0459 -0.0655 -0.0702 -0.0610 -0.0517 -0.2348 -0.0287 -0.0674 -0.0076 -0.3584 0.0129 -0.3037 0.1391 -0.2189 -0.0512 0.0241 -0.1802 -0.0324 -0.0764 -0.0821 -0.0703 -0.0394 0.1326 0.1312 0.1469 0.1170 0.1105 0.1095 0.1114 0.1223 0.1107 0.1112 0.1175 0.1564 0.1317 0.1313 0.0826 0.0981 0.1064 0.1085 0.1190 0.2081 -0.4426 -0.0094 -0.0772 -0.0904 0.1265 0.1227 0.1333 0.1332 0.1284 0.1322 -0.0409 0.0500 0.0643 -0.1407 -0.1374 -0.1442 -0.2490 -0.1458 0.1184 0.1243 0.1149 0.1210 0.1224 0.1091 0.1352 0.0969

=====

# 3
Here is a molecular structure, C30H35F3N3O3PRe from the OMol25 dataset. Energies are from ωB97M-V with the def2-TZVPD basis set.

```
76
Properties=species:S:1:pos:R:3:forces:R:3
Re 0.663057 0.625938 -1.139798 -0.193 0.190 0.541
C -1.813846 -2.113007 -3.565668 -0.020 0.002 -0.004
C -0.736063 -1.415288 -2.825669 0.115 0.167 0.131
N -0.913638 -0.382557 -2.059635 0.213 -0.150 -0.221
N -2.171038 0.160554 -1.964965 -0.054 0.018 -0.006
C -2.134615 1.183147 -1.179946 0.081 -0.015 0.041
O -0.945054 1.475463 -0.601483 0.090 -0.090 -0.206
C -3.273649 2.024217 -0.865796 0.004 0.002 0.004
C -3.088281 3.241331 -0.205059 -0.032 -0.029 -0.014
C -4.181317 4.043935 0.066624 0.026 -0.011 0.005
C -5.452707 3.634444 -0.313714 -0.001 -0.003 -0.019
C -5.638929 2.424551 -0.974297 0.003 0.003 0.016
C -4.554150 1.618110 -1.255348 0.040 -0.003 0.005
C 0.663467 -1.815681 -2.892898 -0.115 0.013 0.051
C 1.119141 -2.899047 -3.623072 -0.048 0.036 0.005
C 2.477102 -3.164012 -3.666047 0.057 0.026 0.021
C 3.340559 -2.322287 -2.981910 -0.080 -0.018 -0.010
C 2.826503 -1.263639 -2.258323 -0.020 -0.103 0.018
N 1.504733 -1.015278 -2.191398 0.136 0.119 0.045
H -2.771946 -1.639232 -3.386328 -0.003 -0.005 -0.004
H -1.859122 -3.158439 -3.252956 0.004 -0.013 0.005
H -1.598352 -2.098209 -4.635614 0.001 0.003 -0.015
H -2.096119 3.563496 0.077567 0.031 0.009 0.009
H -4.043955 4.990547 0.570082 -0.001 0.006 0.002
H -6.304461 4.265749 -0.099465 -0.008 -0.004 0.003
H -6.631756 2.114073 -1.267496 -0.009 0.002 -0.007
H -4.683880 0.676472 -1.769758 -0.012 -0.012 -0.005
H 0.411835 -3.515469 -4.158704 0.000 -0.004 -0.004
H 2.856087 -4.002895 -4.233241 -0.001 -0.007 -0.005
H 4.410277 -2.471955 -3.004091 0.012 0.006 0.002
H 3.481263 -0.596169 -1.723684 -0.002 -0.002 0.010
C 1.900680 -2.645382 0.884889 -0.018 0.030 0.066
C 2.112052 -1.346385 1.677520 -0.010 0.030 -0.006
C 3.443668 -0.681462 1.319867 -0.020 -0.030 -0.026
C 2.133455 -1.752518 3.156610 0.018 0.054 0.050
P 0.684518 -0.205027 1.245669 -0.005 -0.071 -0.021
C -0.790250 -1.140613 1.721524 -0.024 -0.047 -0.118
C -1.481661 -1.880480 0.762897 0.023 0.007 0.006
C -2.566944 -2.666464 1.119238 0.012 0.019 0.007
C -2.971981 -2.725885 2.443818 0.007 0.001 -0.022
C -2.278981 -2.011266 3.410816 -0.010 0.000 0.013
C -1.193973 -1.227171 3.055767 -0.004 0.021 -0.004
C 0.715809 1.420640 2.212082 -0.012 -0.011 -0.034
C 1.419565 1.363740 3.571508 0.013 0.008 -0.025
C 1.473043 2.423132 1.329483 0.048 -0.078 0.028
C -0.711871 1.940619 2.444511 -0.012 -0.042 -0.012
H 2.799842 -3.256974 0.976085 0.012 0.006 0.005
H 1.707598 -2.486566 -0.170408 -0.012 0.038 -0.204
H 1.068634 -3.216978 1.294578 -0.022 -0.005 -0.008
H 4.253050 -1.393323 1.491881 -0.002 -0.005 -0.009
H 3.644783 0.189553 1.940009 0.006 0.040 0.044
H 3.494834 -0.361026 0.281297 -0.004 0.007 -0.034
H 2.856334 -2.564440 3.258993 0.007 -0.002 0.000
H 1.172412 -2.136552 3.493850 0.001 -0.024 0.003
H 2.453469 -0.952106 3.815988 -0.009 -0.022 -0.003
H -1.156228 -1.863783 -0.267595 -0.025 -0.017 0.060
H -3.093564 -3.234589 0.364541 -0.010 -0.008 -0.009
H -3.819661 -3.335258 2.724947 -0.011 -0.007 0.008
H -2.580733 -2.068110 4.447590 -0.003 0.005 0.010
H -0.660095 -0.697299 3.830685 0.000 0.056 0.022
H 2.482696 1.150399 3.490014 0.031 -0.011 -0.005
H 0.966954 0.645892 4.251706 -0.004 -0.004 0.010
H 1.322864 2.349206 4.031302 -0.006 0.014 0.002
H 2.486134 2.101428 1.092776 0.016 0.003 0.001
H 1.544030 3.378496 1.853253 -0.018 0.026 -0.024
H 0.935715 2.650424 0.394978 -0.018 0.027 -0.042
H -1.212157 1.413355 3.251556 -0.002 -0.047 0.036
H -1.343570 1.880970 1.564152 -0.013 0.003 0.022
H -0.639720 2.989917 2.738073 0.010 0.011 0.004
F 4.584516 2.375359 -2.894595 -0.028 -0.026 0.003
C 3.388170 2.945399 -2.998478 0.013 0.019 -0.012
F 3.363354 4.058025 -2.268580 0.003 -0.021 0.010
F 3.131093 3.227921 -4.258414 -0.022 -0.020 -0.005
C 2.318657 1.990179 -2.430617 0.164 0.069 -0.057
O 1.225345 1.786338 -2.970835 -0.127 -0.028 -0.015
O 2.556967 1.399805 -1.302846 -0.150 -0.103 -0.108
```
Positions in Å, forces in eV/Å.

The spin multiplicity is 2. The value obtained for the frontier orbital gap (spin up / spin down) is 6.6 / 6.5 eV. As for the HOMO energy (spin up / spin down): -0.526 / -0.525 Eh. The expectation value of S² is 0.76. The value obtained for the total energy is -2272.92651 a.u. The value obtained for the energy above the lowest of the compared OMol25 structures with the same formula, charge and spin is 1.46 kcal/mol. As for the net charge: +2.

Now the Löwdin charges, all in e: 1.6094 0.0254 -0.2159 -0.1004 0.1442 -0.3197 -0.2373 -0.1552 -0.0151 -0.0423 -0.0328 -0.0413 -0.0035 -0.1865 0.0465 0.0186 0.0163 -0.0841 -0.0382 0.0854 0.1114 0.1146 0.1127 0.1183 0.1209 0.1189 0.1177 0.1337 0.1366 0.1350 0.1049 -0.0763 -0.6510 -0.0657 -0.0612 1.1111 -0.3472 -0.1027 -0.0518 -0.0413 -0.0376 -0.0897 -0.6423 -0.0666 -0.0999 -0.0658 0.1036 0.0471 0.0912 0.1061 0.0777 0.0423 0.1057 0.0791 0.0705 0.0722 0.1135 0.1202 0.1218 0.0978 0.0758 0.0781 0.1059 0.0738 0.1125 0.0568 0.0830 0.0517 0.1060 0.1969 -0.5693 0.2025 0.2178 -0.4525 0.0493 -0.1465